No. 1
C18H18N2O4 in the gas phase in a non-equilibrium geometry. Source: the Open Molecules 2025 dataset; level of theory: ωB97M-V with the def2-TZVPD basis set.

Atoms and positions in Å:
C -4.650 -0.160 2.992
O -4.702 0.129 1.616
C -3.478 0.023 0.940
C -3.017 -1.430 0.714
N -1.808 -1.465 -0.072
C -1.797 -1.812 -1.375
O -2.739 -2.294 -1.960
C -0.443 -1.597 -2.078
N 0.334 -0.540 -1.502
C 1.540 -0.663 -0.896
C 1.954 0.549 -0.386
C 3.165 0.883 0.350
O 3.319 1.967 0.895
C 4.238 -0.118 0.438
C 5.428 0.003 1.119
C 6.140 -1.191 0.896
C 5.341 -1.954 0.095
O 4.197 -1.320 -0.186
C 0.910 1.488 -0.701
C 0.730 2.847 -0.456
C -0.427 3.443 -0.908
C -1.402 2.719 -1.599
C -1.246 1.373 -1.859
C -0.081 0.770 -1.404
H -3.860 0.418 3.488
H -5.617 0.128 3.399
H -4.486 -1.226 3.184
H -3.639 0.499 -0.030
H -2.690 0.577 1.477
H -3.785 -1.976 0.162
H -2.834 -1.928 1.671
H -1.001 -1.005 0.322
H 0.121 -2.532 -2.025
H -0.659 -1.390 -3.132
H 2.030 -1.617 -0.858
H 5.730 0.850 1.700
H 7.107 -1.449 1.273
H 5.477 -2.931 -0.326
H 1.485 3.400 0.079
H -0.591 4.495 -0.727
H -2.295 3.223 -1.936
H -1.997 0.813 -2.395

Values from the calculation:
E_LUMO in eV: 0.04
Charge: 0
Energy relative to the best compared isomer or geometry (same formula, charge and spin) in kJ/mol: 198.9
HOMO level in eV: -8.402
Kohn-Sham gap in eV: 8.45
Energy in eV: -30127.927

Atom charges from the Löwdin analysis, given in e for atoms 1 to 6: number 1, C, carries -0.1119; number 2, O, carries -0.1805; number 3, C, carries -0.2151; number 4, C, carries -0.1407; number 5, N, carries 0.0776; number 6, C, carries -0.4914



No. 2
A molecular structure, Br3ClMnO4 in a non-equilibrium geometry. Source: the Open Molecules 2025 dataset; level of theory: ωB97M-V with the def2-TZVPD basis set.

Atoms and positions in Å:
Mn 1.775 0.148 0.212
Br 1.770 0.802 2.800
Br 2.073 2.110 -1.375
Br 3.753 -1.707 -0.493
Cl -1.772 -0.218 -0.217
O -0.501 -0.870 0.055
O -1.971 1.176 -0.335
O -2.472 -0.671 -1.377
O -2.654 -0.769 0.730

Values from the calculation:
E_LUMO (spin up / spin down) in eV: 5.41 / 5.41
Charge: -2
HOMO level (spin up / spin down) in eV: -2.955 / -3.030
Kohn-Sham gap (spin up / spin down) in eV: 8.36 / 8.44
Energy in eV: -262158.471
Multiplicity: 6

Atom charges from the Löwdin analysis, given in e for atoms 1 to 6: number 1, Mn, carries 0.0971; number 2, Br, carries -0.3776; number 3, Br, carries -0.3051; number 4, Br, carries -0.4669; number 5, Cl, carries 0.5960; number 6, O, carries -0.4271



No. 3
A molecular structure, C3H11N3O in a non-equilibrium geometry. Source: the Open Molecules 2025 dataset; level of theory: ωB97M-V with the def2-TZVPD basis set.

Atoms and positions in Å:
N -1.739 -1.676 1.512
C -0.518 -1.144 1.505
N 0.522 -1.559 0.808
H -1.785 -2.602 1.003
H -2.500 -1.457 2.090
H -0.572 -0.134 1.957
H 0.616 -0.834 -0.118
H 0.699 -2.540 0.679
C 0.661 0.202 -2.248
N -0.022 0.173 -0.913
C 0.460 1.616 0.140
O 0.806 2.620 -0.583
H 0.838 1.274 -2.573
H 0.065 -0.312 -3.028
H 1.576 -0.347 -2.165
H -1.007 0.502 -1.016
H 1.249 1.221 0.879
H -0.571 1.651 0.721

Values from the calculation:
E_LUMO (spin up / spin down) in eV: -3.93 / -6.50
Charge: +1
Energy relative to the best compared isomer or geometry (same formula, charge and spin) in kJ/mol: 284.2
HOMO level (spin up / spin down) in eV: -13.787 / -13.679
Kohn-Sham gap (spin up / spin down) in eV: 9.86 / 7.18
Energy in eV: -9796.268
Multiplicity: 2

Atom charges from the Löwdin analysis, given in e for atoms 1 to 6: number 1, N, carries 0.1919; number 2, C, carries -0.2414; number 3, N, carries 0.0914; number 4, H, carries 0.1677; number 5, H, carries 0.1083; number 6, H, carries 0.1329



No. 4
C5H7N in the gas phase. Source: the Open Molecules 2025 dataset; level of theory: ωB97M-V with the def2-TZVPD basis set.

Atoms and positions in Å:
C 1.827 -0.049 -0.143
C 0.467 0.060 0.460
C -0.365 1.153 0.439
C -1.656 0.691 0.056
C -1.578 -0.673 -0.099
N -0.303 -1.049 0.219
H 2.435 -0.850 0.282
H 1.585 -0.304 -1.178
H 2.357 0.905 -0.141
H -0.055 2.182 0.585
H -2.522 1.308 -0.118
H -2.291 -1.411 -0.427
H 0.099 -1.962 0.066

Values from the calculation:
E_LUMO in eV: 1.04
Charge: 0
Energy relative to the best compared isomer or geometry (same formula, charge and spin) in kJ/mol: 60.2
HOMO level in eV: -7.923
Kohn-Sham gap in eV: 8.96
Energy in eV: -6787.889

Atom charges from the Löwdin analysis, given in e for atoms 1 to 6: number 1, C, carries -0.0489; number 2, C, carries -0.3520; number 3, C, carries -0.0733; number 4, C, carries -0.1009; number 5, C, carries -0.1291; number 6, N, carries 0.0262